No. 1
The following is a DFT calculation (ωB97M-V/def2-TZVPD) of one molecule with the formula C4H8O2.

Summary:
Max |F| ... 0.39 eV/A
LUMO level ... 1.02 eV
Gap between HOMO and LUMO ... 11.13 eV
SMILES ... C[C@H]1O[C@H]1CO
HOMO energy ... -0.3716 hartree
Energy above the lowest of the compared OMol25 structures with the same formula, charge and spin ... 193.4 kJ/mol

```
14
C4H8O2 | OMol25 | ωB97M-V/def2-TZVPD
C -0.4180 0.6477 1.5256
C -0.5474 1.0418 0.0801
O 0.6370 1.1790 -0.7050
C -0.2550 0.1080 -1.0146
C 0.3018 -1.2978 -0.7699
O 1.7077 -1.3244 -0.6855
H 0.4005 -0.0629 1.6701
H -1.3530 0.1746 1.8485
H -0.2439 1.5191 2.1648
H -1.2812 1.8277 -0.1159
H -0.8078 0.2492 -1.9425
H 0.0003 -1.9504 -1.5969
H -0.1360 -1.7073 0.1528
H 1.9951 -0.4044 -0.6117
```

No. 2
The following is a DFT calculation (ωB97M-V/def2-TZVPD) of a 2-piece molecular cluster, C4H8O2 overall in a non-equilibrium geometry.

Summary:
Max |F| ... 2.45 eV/A
LUMO level ... 0.74 eV
Gap between HOMO and LUMO ... 9.82 eV
SMILES ... C=CO.CC=O
HOMO energy ... -0.3337 hartree
Energy above the lowest of the compared OMol25 structures with the same formula, charge and spin ... 272.3 kJ/mol

```
14
C4H8O2 | OMol25 | ωB97M-V/def2-TZVPD
C 0.0377 -2.2630 1.0589
C 1.2201 -1.9691 0.5422
O 2.0861 -2.9681 0.1276
H -0.7739 -1.5370 1.1034
H -0.0279 -3.2365 1.5151
H 1.7185 -1.0106 0.5387
H 2.6051 -2.6458 -0.6285
C -0.7943 1.9002 -0.0670
C -1.0762 2.7564 -1.3115
O -1.0369 2.3820 -2.4454
H 0.0969 2.1722 0.5025
H -1.6889 1.8956 0.5536
H -0.6723 0.8840 -0.4437
H -1.6939 3.6398 -1.0459
```

No. 3
The following is a DFT calculation (ωB97M-V/def2-TZVPD) of a 2-piece molecular cluster, C4H8O2 overall in a non-equilibrium geometry.

Summary:
Max |F| ... 1.03 eV/A
LUMO level ... 0.63 eV
Gap between HOMO and LUMO ... 9.87 eV
SMILES ... C=CCC=O.O
HOMO energy ... -0.3397 hartree
Energy above the lowest of the compared OMol25 structures with the same formula, charge and spin ... 220.3 kJ/mol

```
14
C4H8O2 | OMol25 | ωB97M-V/def2-TZVPD
C 1.3157 0.5041 -0.6965
C 0.5333 1.0190 0.2452
C -0.9702 0.9889 0.1030
C -1.1626 -0.1622 1.0415
O -1.2774 -1.3353 0.7449
H 0.9385 0.2435 -1.6745
H 2.3841 0.4078 -0.5508
H 0.9375 1.3788 1.1878
H -1.2679 0.7600 -0.9262
H -1.4623 1.9035 0.4558
H -1.0596 0.0926 2.1066
O 0.4527 -1.7901 -1.0431
H 0.9985 -2.3605 -0.4942
H -0.3601 -1.6502 -0.4996
```

No. 4
The following is a DFT calculation (ωB97M-V/def2-TZVPD) of one molecule with the formula C4H8O2 in a non-equilibrium geometry.

Summary:
Max |F| ... 3.76 eV/A
LUMO level ... 0.89 eV
Gap between HOMO and LUMO ... 11.00 eV
SMILES ... CC(=O)[C@@H](C)O
HOMO energy ... -0.3718 hartree
Energy above the lowest of the compared OMol25 structures with the same formula, charge and spin ... 200.6 kJ/mol

```
14
C4H8O2 | OMol25 | ωB97M-V/def2-TZVPD
C -1.8904 -0.2329 0.3499
C -0.7073 0.5832 -0.1007
O -0.8134 1.4850 -0.9088
C 0.6774 0.2494 0.4122
C 1.3307 -0.9242 -0.2956
O 1.5798 1.3532 -0.0093
H -1.8962 -1.1873 -0.1889
H -2.8125 0.3081 0.1229
H -1.8366 -0.4612 1.4185
H 0.7293 0.2104 1.5036
H 0.7225 -1.4228 -1.0692
H 1.7737 -1.6893 0.3611
H 2.0419 -0.0253 -0.6573
H 1.1196 1.8023 -0.7463
```

No. 5
The following is a DFT calculation (ωB97M-V/def2-TZVPD) of one molecule with the formula C4H8O2 in a non-equilibrium geometry.

Summary:
Max |F| ... 3.19 eV/A
LUMO level ... 1.09 eV
Gap between HOMO and LUMO ... 10.66 eV
SMILES ... OCC[C@H]1CO1
HOMO energy ... -0.3518 hartree
Energy above the lowest of the compared OMol25 structures with the same formula, charge and spin ... 432.8 kJ/mol

```
14
C4H8O2 | OMol25 | ωB97M-V/def2-TZVPD
O 1.9875 1.1154 0.3360
C 1.6931 -0.2061 -0.0668
C 0.3023 -0.7392 0.2864
C -0.9032 -0.2116 -0.8379
C -2.0122 0.2223 -0.0016
O -0.8471 1.0134 -0.0361
H 1.2707 1.6859 0.0304
H 1.8112 -0.3346 -1.1471
H 2.4392 -0.8303 0.4392
H 0.2378 -1.8067 0.2747
H 0.1261 -0.3976 1.3541
H -1.0783 0.0760 -1.9296
H -2.2382 -0.3939 0.8655
H -2.8040 0.8661 -0.3591
```

No. 6
The following is a DFT calculation (ωB97M-V/def2-TZVPD) of one molecule with the formula C4H8O2 in a non-equilibrium geometry.

Summary:
Max |F| ... 1.85 eV/A
LUMO level ... 0.81 eV
Gap between HOMO and LUMO ... 10.34 eV
SMILES ... O[C@H]1C[C@@H](O)C1
HOMO energy ... -0.3504 hartree
Energy above the lowest of the compared OMol25 structures with the same formula, charge and spin ... 239.9 kJ/mol

```
14
C4H8O2 | OMol25 | ωB97M-V/def2-TZVPD
O -1.1821 -0.9259 -0.8742
C -0.7172 -0.8078 0.4551
C 0.8202 -0.7990 0.3923
C 0.6401 0.6806 -0.1237
O 0.2531 0.9817 -1.5702
C -0.6442 0.6955 0.7744
H -0.8509 -0.1211 -1.4049
H -1.2552 -1.5127 1.1101
H 1.2882 -1.5753 -0.2146
H 1.3132 -0.7798 1.3846
H 1.4340 1.3891 0.0457
H 0.8050 0.5542 -2.2547
H -1.5021 1.2898 0.4567
H -0.4020 0.9307 1.8234
```

No. 7
The following is a DFT calculation (ωB97M-V/def2-TZVPD) of one molecule with the formula C4H8O2.

Summary:
Max |F| ... 0.33 eV/A
LUMO level ... 1.03 eV
Gap between HOMO and LUMO ... 11.20 eV
SMILES ... C[C@@H](O)[C@@H]1CO1
HOMO energy ... -0.3737 hartree
Energy above the lowest of the compared OMol25 structures with the same formula, charge and spin ... 197.7 kJ/mol

```
14
C4H8O2 | OMol25 | ωB97M-V/def2-TZVPD
C -1.5234 0.3249 -0.3543
C -0.5851 -0.2191 0.7175
O -0.5978 -1.6293 0.6864
C 0.8406 0.3293 0.5458
C 1.5123 0.3015 -0.7551
O 1.8372 -0.6479 0.2596
H -1.2089 -0.0471 -1.3356
H -1.5186 1.4212 -0.3758
H -2.5432 -0.0257 -0.1731
H -0.9430 0.0985 1.7068
H 0.2889 -1.9098 0.4070
H 1.1584 1.0831 1.2704
H 2.2938 1.0272 -0.9786
H 0.9888 -0.1067 -1.6209
```

No. 8
The following is a DFT calculation (ωB97M-V/def2-TZVPD) of C4H8O2 as an isolated structure in a non-equilibrium geometry.

Summary:
Max |F| ... 3.93 eV/A
LUMO level ... 0.84 eV
Gap between HOMO and LUMO ... 9.76 eV
HOMO energy ... -0.3278 hartree
Energy above the lowest of the compared OMol25 structures with the same formula, charge and spin ... 446.7 kJ/mol

```
14
C4H8O2 | OMol25 | ωB97M-V/def2-TZVPD
O 2.0794 0.9103 -0.2984
C 0.9448 0.3865 0.2296
C -0.4202 1.0164 0.0483
C -1.0803 -0.3677 -0.1261
O -1.7612 -0.7307 -1.3082
C 0.3387 -0.9866 -0.0887
H 2.7658 0.3611 0.0989
H 1.1178 0.3929 1.6092
H -0.7157 1.9974 -0.3332
H -0.1134 1.0101 1.1446
H -1.6943 -0.6199 0.7490
H -2.6273 -0.3026 -1.2989
H 0.5920 -1.3343 -1.0954
H 0.5739 -1.7329 0.6694
```